# 1
Formula: C58H158N14O15
Source: the OMol25 dataset
Level of theory: wB97M-V/def2-TZVPD

Structure (XYZ):
```
245
Properties=species:S:1:pos:R:3
C 0.81 -4.55 1.99
O -0.02 -3.52 1.47
C 0.38 -2.27 1.93
C -0.26 -1.20 1.19
N 0.49 -0.76 -0.03
C 0.01 0.43 -0.74
C -1.38 0.31 -1.38
O -2.54 0.40 -0.54
C -3.77 0.74 -1.28
H 1.87 -4.34 1.85
H 0.57 -5.45 1.42
H 0.57 -4.89 2.99
H 1.46 -2.11 1.92
H 0.01 -2.26 2.96
H -0.38 -0.45 1.98
H -1.25 -1.59 0.93
H 0.43 -1.55 -0.65
H 0.79 0.63 -1.48
H 0.10 1.28 -0.06
H -1.56 -0.56 -2.01
H -1.45 1.22 -1.98
H -4.15 -0.09 -1.86
H -3.72 1.59 -1.96
H -4.51 0.99 -0.51
C 2.34 2.99 1.72
C 1.13 2.83 2.60
C 1.36 3.41 4.02
O 1.89 4.72 4.16
C 1.81 5.06 5.60
N 0.02 3.53 1.99
H 2.56 4.04 1.55
H 2.24 2.36 0.84
H 3.19 2.44 2.14
H 0.88 1.77 2.66
H 2.00 2.71 4.56
H 0.41 3.34 4.54
H 2.41 4.32 6.13
H 0.81 5.13 6.02
H 2.29 6.03 5.78
H -0.08 4.51 2.21
H 0.27 3.60 1.02
C -3.37 -2.48 5.55
C -2.79 -3.37 4.49
C -2.85 -2.63 3.10
O -4.18 -2.24 2.74
C -4.21 -1.50 1.51
N -1.43 -3.83 4.79
H -3.26 -3.02 6.49
H -4.45 -2.45 5.46
H -3.02 -1.45 5.55
H -3.47 -4.21 4.32
H -2.49 -3.39 2.40
H -2.15 -1.80 3.05
H -3.48 -0.69 1.54
H -5.23 -1.15 1.34
H -3.92 -2.14 0.68
H -0.96 -4.27 4.01
H -1.54 -4.57 5.47
C 4.12 1.73 6.60
C 4.06 0.20 6.76
C 3.10 -0.52 5.83
O 1.67 -0.32 6.15
C 0.76 -0.26 5.09
N 5.38 -0.39 6.71
H 4.69 2.19 7.41
H 3.12 2.17 6.66
H 4.56 2.06 5.66
H 3.71 -0.01 7.77
H 3.29 -1.60 5.90
H 3.40 -0.27 4.81
H -0.15 0.24 5.43
H 0.38 -1.25 4.83
H 1.11 0.31 4.23
H 5.89 -0.13 7.54
H 5.37 -1.39 6.86
C -6.40 4.35 0.95
C -5.52 4.23 -0.30
C -6.16 4.80 -1.61
O -7.49 4.33 -1.71
C -8.33 4.99 -2.67
N -4.14 4.79 -0.08
H -6.48 5.42 1.14
H -5.96 4.04 1.90
H -7.37 3.89 0.77
H -5.28 3.18 -0.50
H -5.59 4.51 -2.50
H -6.22 5.88 -1.56
H -8.22 6.08 -2.64
H -9.39 4.74 -2.56
H -8.05 4.72 -3.69
H -3.54 4.45 -0.82
H -3.79 4.34 0.76
C 3.80 -8.03 -0.19
C 2.91 -7.57 0.96
C 2.29 -8.73 1.71
O 1.35 -9.45 0.84
C 0.19 -8.80 0.44
N 3.81 -6.90 1.91
H 4.62 -8.66 0.18
H 4.21 -7.16 -0.69
H 3.19 -8.59 -0.90
H 2.14 -6.92 0.55
H 1.71 -8.44 2.59
H 3.06 -9.43 2.04
H -0.34 -8.53 1.35
H -0.47 -9.48 -0.09
H 0.41 -7.98 -0.25
H 4.16 -6.10 1.39
H 4.61 -7.47 2.13
C 3.44 2.69 -2.90
C 3.91 3.96 -2.15
C 5.48 4.07 -2.20
O 6.07 3.15 -1.32
C 7.49 3.26 -1.29
N 3.14 5.00 -2.72
H 2.36 2.56 -2.83
H 3.86 1.79 -2.47
H 3.74 2.81 -3.94
H 3.59 4.00 -1.10
H 5.73 5.09 -1.92
H 5.91 4.01 -3.20
H 7.86 4.28 -1.37
H 7.85 2.78 -2.20
H 8.01 2.75 -0.47
H 3.62 5.87 -2.52
H 3.19 4.92 -3.73
C -6.27 1.95 -3.76
C -6.41 0.97 -4.94
C -5.37 -0.11 -4.93
O -4.09 0.45 -4.60
C -3.03 -0.52 -4.63
N -7.74 0.32 -5.06
H -7.02 2.74 -3.80
H -5.33 2.50 -3.81
H -6.24 1.38 -2.83
H -6.20 1.46 -5.89
H -5.30 -0.65 -5.87
H -5.57 -0.73 -4.05
H -3.26 -1.33 -3.93
H -2.13 -0.08 -4.21
H -2.94 -0.77 -5.69
H -8.40 1.07 -4.93
H -7.91 -0.30 -4.28
C 6.56 -0.64 0.25
C 5.18 -0.10 0.64
C 4.66 -0.58 2.04
O 4.65 -1.99 1.95
C 4.23 -2.64 3.19
N 5.29 1.36 0.79
H 7.36 -0.33 0.92
H 6.85 -0.32 -0.75
H 6.51 -1.73 0.32
H 4.42 -0.36 -0.10
H 3.67 -0.20 2.26
H 5.33 -0.21 2.82
H 3.20 -2.37 3.42
H 4.88 -2.26 3.98
H 4.29 -3.72 3.15
H 5.81 1.79 0.04
H 4.38 1.81 0.82
C -0.16 -5.41 -1.83
C -0.71 -4.04 -2.11
C -2.06 -3.83 -1.38
O -3.10 -4.63 -2.06
C -4.41 -4.43 -1.49
N 0.38 -3.23 -1.57
H -0.01 -5.66 -0.78
H 0.72 -5.71 -2.41
H -0.96 -6.09 -2.12
H -0.81 -3.90 -3.19
H -2.35 -2.78 -1.40
H -2.01 -4.07 -0.32
H -4.60 -4.82 -0.49
H -5.03 -4.84 -2.28
H -4.62 -3.35 -1.48
H 0.44 -3.49 -0.60
H 1.28 -3.53 -1.92
C 3.50 -6.52 -3.44
C 3.16 -5.06 -3.84
C 3.73 -4.02 -2.88
O 3.09 -4.05 -1.59
C 3.64 -3.14 -0.66
N 3.54 -4.90 -5.25
H 4.54 -6.69 -3.16
H 3.21 -7.26 -4.19
H 2.91 -6.79 -2.57
H 2.10 -4.82 -3.85
H 3.57 -3.04 -3.33
H 4.81 -4.13 -2.77
H 4.46 -3.56 -0.08
H 2.94 -3.00 0.16
H 3.89 -2.17 -1.07
H 3.36 -5.80 -5.68
H 4.55 -4.84 -5.20
C 0.17 6.67 -0.69
C -0.65 5.38 -0.94
C -1.38 5.37 -2.33
O -2.14 4.23 -2.52
C -2.61 4.09 -3.86
N 0.24 4.23 -0.80
H 0.93 6.84 -1.45
H 0.64 6.57 0.29
H -0.42 7.59 -0.73
H -1.49 5.24 -0.26
H -0.66 5.51 -3.14
H -1.99 6.28 -2.26
H -3.21 3.19 -3.97
H -1.78 4.12 -4.58
H -3.25 4.94 -4.11
H 1.08 4.57 -1.26
H 0.02 3.48 -1.44
C -2.78 1.54 3.90
C -3.49 2.64 3.08
C -3.48 4.06 3.75
O -4.37 4.11 4.82
C -4.62 5.44 5.29
N -2.84 2.71 1.80
H -2.71 0.60 3.36
H -3.24 1.30 4.86
H -1.75 1.80 4.17
H -4.53 2.32 2.99
H -3.71 4.81 2.99
H -2.44 4.26 3.99
H -3.69 5.98 5.45
H -5.25 5.39 6.18
H -5.22 6.01 4.58
H -2.80 1.86 1.26
H -1.87 2.99 1.84
C 0.19 2.39 -5.57
C 1.49 1.83 -6.15
C 1.81 0.43 -5.54
O 1.69 0.40 -4.19
C 1.49 -0.91 -3.65
N 1.33 1.75 -7.59
H -0.69 1.78 -5.77
H -0.08 3.35 -6.01
H 0.23 2.55 -4.49
H 2.29 2.54 -5.94
H 2.80 0.04 -5.78
H 1.12 -0.25 -6.05
H 0.53 -1.29 -4.02
H 1.52 -0.93 -2.56
H 2.30 -1.59 -3.90
H 0.96 2.62 -7.95
H 0.60 1.07 -7.76
```

energy relative to the best compared isomer or geometry (same formula, charge and spin): 277.8 kJ/mol
DFT total energy: -114271.1846 eV
highest occupied orbital energy: -0.291 Eh

These are the Mulliken partial charges, in e, on atoms 1 to 8: -0.791, 0.111, 0.481, 1.046, 1.155, -0.254, 0.633, 0.493

---

# 2
Formula: C58H159FLi2N14O15
Source: the OMol25 dataset
Level of theory: wB97M-V/def2-TZVPD

Structure (XYZ):
```
249
Properties=species:S:1:pos:R:3
Li -0.77 -0.31 -2.88
Li 2.26 0.93 -3.77
F 0.30 1.13 -3.79
C 0.18 0.32 0.47
C 0.23 -1.11 0.10
O -0.22 -1.36 -1.21
H -0.74 0.72 0.06
H 0.95 0.89 -0.05
H 0.09 0.51 1.54
H -0.46 -1.56 0.81
H 1.23 -1.52 0.26
C 5.97 4.61 -0.25
C 4.60 4.98 -0.73
C 4.48 6.52 -0.98
O 3.11 7.00 -0.89
C 2.97 8.40 -1.01
N 4.43 4.18 -2.00
H 5.88 3.57 0.06
H 6.24 5.12 0.67
H 6.85 4.67 -0.90
H 3.86 4.81 0.05
H 4.84 6.99 -1.90
H 5.06 7.08 -0.25
H 1.96 8.75 -0.79
H 3.09 8.74 -2.05
H 3.57 8.91 -0.26
H 5.16 4.42 -2.66
H 3.52 4.40 -2.38
C 0.29 3.67 -0.86
C -0.51 4.74 -1.69
C -1.47 5.80 -0.83
O -2.09 6.75 -1.72
C -3.08 6.09 -2.56
N 0.45 5.48 -2.46
H 1.04 4.12 -0.21
H 0.75 2.97 -1.56
H -0.51 3.23 -0.25
H -1.13 4.13 -2.34
H -0.87 6.36 -0.12
H -2.18 5.24 -0.22
H -3.30 6.79 -3.37
H -3.95 5.79 -1.97
H -2.70 5.16 -2.99
H 0.01 6.35 -2.70
H 1.29 5.72 -1.94
C -2.37 -3.13 2.99
C -3.56 -4.01 3.27
C -3.66 -5.24 2.33
O -4.65 -6.11 2.86
C -5.33 -6.70 1.86
N -3.27 -4.48 4.59
H -2.47 -2.83 1.95
H -1.40 -3.62 3.04
H -2.51 -2.22 3.57
H -4.53 -3.51 3.37
H -2.67 -5.71 2.41
H -3.86 -4.94 1.31
H -4.66 -7.20 1.17
H -5.98 -5.98 1.36
H -6.02 -7.38 2.37
H -3.99 -5.17 4.71
H -2.44 -5.06 4.55
C -6.43 -1.07 -4.01
C -6.89 0.42 -4.31
C -5.64 1.27 -4.45
O -4.83 1.39 -3.26
C -3.63 2.14 -3.39
N -7.74 0.45 -5.50
H -7.24 -1.77 -4.21
H -6.16 -1.23 -2.97
H -5.60 -1.23 -4.70
H -7.56 0.73 -3.51
H -5.86 2.23 -4.92
H -4.98 0.84 -5.20
H -3.85 3.12 -3.80
H -2.88 1.72 -4.06
H -3.14 2.39 -2.45
H -7.42 -0.06 -6.32
H -8.65 0.17 -5.17
C 5.31 -2.94 2.32
C 5.83 -1.98 3.43
C 4.61 -1.34 4.10
O 3.82 -0.58 3.10
C 2.47 -0.63 3.32
N 6.79 -2.66 4.15
H 4.87 -3.86 2.72
H 6.10 -3.23 1.62
H 4.57 -2.40 1.74
H 6.37 -1.27 2.81
H 4.92 -0.62 4.86
H 3.98 -1.99 4.70
H 2.14 -0.56 4.36
H 2.12 -1.51 2.79
H 1.89 0.05 2.70
H 6.85 -2.18 5.04
H 7.66 -2.41 3.72
C -3.54 -5.61 -1.72
C -2.21 -4.94 -1.56
C -1.14 -5.33 -2.53
O -1.13 -6.75 -2.52
C -0.36 -7.32 -3.55
N -2.41 -3.50 -1.55
H -3.44 -6.69 -1.67
H -4.10 -5.44 -2.63
H -4.29 -5.22 -1.03
H -1.85 -5.25 -0.58
H -0.15 -5.02 -2.20
H -1.31 -4.83 -3.48
H -0.17 -6.71 -4.43
H -0.76 -8.18 -4.09
H 0.63 -7.56 -3.17
H -1.56 -2.98 -1.38
H -2.87 -3.43 -0.66
C 0.76 -5.53 3.01
C 0.50 -6.64 2.00
C 1.85 -7.18 1.49
O 2.74 -6.10 1.19
C 2.55 -5.56 -0.13
N -0.13 -7.75 2.63
H -0.06 -5.18 3.62
H 1.28 -4.70 2.54
H 1.54 -5.89 3.68
H -0.06 -6.24 1.16
H 1.79 -7.80 0.60
H 2.44 -7.67 2.27
H 3.28 -6.02 -0.79
H 2.73 -4.48 -0.07
H 1.59 -5.78 -0.60
H -0.78 -7.51 3.36
H 0.52 -8.44 2.97
C 0.27 3.61 3.70
C 0.75 5.04 3.91
C -0.04 6.08 3.03
O 0.51 7.39 2.90
C 1.62 7.54 2.05
N 0.73 5.42 5.23
H 0.82 2.93 4.36
H 0.50 3.35 2.67
H -0.81 3.49 3.81
H 1.82 5.05 3.70
H -1.07 6.15 3.37
H -0.13 5.68 2.02
H 2.48 7.08 2.55
H 1.77 8.61 1.93
H 1.48 7.05 1.09
H 1.33 4.77 5.73
H 1.09 6.36 5.34
C -6.39 -0.76 -0.09
C -6.32 -1.97 0.71
C -7.32 -1.92 1.86
O -8.69 -2.30 1.70
C -9.41 -2.14 2.95
N -6.34 -3.18 -0.13
H -7.10 -0.86 -0.91
H -5.39 -0.68 -0.53
H -6.63 0.12 0.50
H -5.37 -2.07 1.25
H -7.25 -0.91 2.28
H -6.86 -2.63 2.55
H -10.37 -2.63 2.81
H -9.53 -1.06 3.05
H -8.81 -2.59 3.74
H -6.67 -3.93 0.46
H -7.20 -2.98 -0.63
C 0.12 -2.71 6.53
C -0.15 -1.41 7.17
C -0.44 -0.24 6.27
O -1.51 -0.44 5.35
C -1.64 0.55 4.28
N -1.31 -1.58 8.06
H 0.21 -3.56 7.20
H 1.08 -2.67 6.02
H -0.65 -3.00 5.82
H 0.63 -1.30 7.92
H 0.53 -0.09 5.78
H -0.68 0.64 6.87
H -2.30 0.20 3.48
H -0.66 0.60 3.80
H -1.85 1.54 4.67
H -1.66 -0.75 8.52
H -2.11 -1.94 7.55
C 3.91 0.70 -0.34
C 4.00 -0.28 -1.54
C 4.51 -1.70 -1.22
O 4.91 -2.35 -2.41
C 5.59 -3.56 -2.20
N 2.74 -0.36 -2.20
H 3.88 1.76 -0.57
H 4.71 0.56 0.38
H 3.09 0.44 0.33
H 4.59 0.15 -2.35
H 3.70 -2.25 -0.74
H 5.40 -1.71 -0.59
H 4.97 -4.28 -1.66
H 6.52 -3.39 -1.67
H 5.73 -3.97 -3.20
H 2.05 -0.40 -1.47
H 2.78 -1.33 -2.47
C -0.36 5.60 -5.90
C -0.54 4.18 -5.38
C -1.06 3.21 -6.44
O -2.17 3.83 -7.02
C -2.89 3.03 -8.01
N 0.66 3.79 -4.63
H -0.01 6.28 -5.13
H -1.27 6.05 -6.27
H 0.41 5.49 -6.67
H -1.23 4.13 -4.53
H -1.26 2.22 -6.02
H -0.39 2.95 -7.26
H -2.43 2.96 -9.00
H -3.92 3.29 -8.23
H -3.00 2.07 -7.51
H 0.58 4.38 -3.81
H 0.46 2.84 -4.37
C 8.83 3.95 5.08
C 8.07 3.90 3.76
C 6.61 3.39 4.02
O 5.99 3.31 2.68
C 4.68 2.64 2.72
N 8.13 5.20 3.10
H 9.55 4.76 4.93
H 9.23 3.06 5.57
H 8.09 4.33 5.79
H 8.62 3.18 3.15
H 5.97 3.93 4.72
H 6.74 2.40 4.47
H 4.56 1.90 1.93
H 3.94 3.40 2.47
H 4.39 2.21 3.68
H 7.59 5.27 2.26
H 7.66 5.79 3.78
C -2.45 -1.11 -6.08
C -2.19 -2.02 -4.88
C -0.68 -2.51 -4.83
O -0.31 -3.23 -5.98
C 1.03 -3.67 -6.10
N -2.40 -1.40 -3.60
H -2.26 -1.60 -7.03
H -1.80 -0.26 -5.86
H -3.50 -0.85 -6.13
H -2.90 -2.84 -4.94
H -0.50 -3.01 -3.88
H 0.02 -1.68 -4.80
H 1.37 -4.19 -5.20
H 1.74 -2.86 -6.27
H 1.07 -4.33 -6.97
H -2.21 -2.09 -2.89
H -3.40 -1.26 -3.47
```

DFT total energy: -117415.7505 eV
highest occupied orbital energy: -0.282 Eh

These are the Mulliken partial charges, in e, on atoms 1 to 8: 0.337, 0.717, -0.713, 0.626, 0.441, -0.353, 0.666, -0.431